(1)
The following is a DFT calculation (the ωB97M-V functional and the def2-TZVPD basis) of C4H6N4 in the gas phase at a distorted geometry.

Values from the calculation:
Total energy, Ha: -374.868910
LUMO level, eV: 0.07
Max |F|, Eh/bohr: 0.138
Relative energy (zero: lowest compared OMol25 entry of this formula, charge and spin), kJ/mol: 505.30
HOMO, eV: -9.430
Frontier orbital gap, eV: 9.50

Last column: natural (NBO) charge in e.
CARTESIAN COORDINATES (ANGSTROEM)
C 0.66708 -1.50371 -0.68361  -0.413
N 0.19888 -0.34667 -0.12699  -0.550
C -0.75455 -0.40092 0.78163  0.314
N -0.96150 0.58294 1.58758  -0.483
C -0.07457 1.67166 1.41462  0.193
N 0.47051 2.14392 0.30105  -0.310
N 0.02172 1.77663 -0.99040  -0.217
C -0.12628 0.52266 -1.07804  0.217
H 1.46113 -2.24996 -0.06721  0.232
H -0.34395 -2.18165 -0.91763  0.182
H 1.23264 -1.19386 -1.66573  0.236
H -1.02155 -1.51305 1.17075  0.192
H -0.01902 2.42518 2.32321  0.213
H -0.75053 0.26683 -2.04922  0.194

Forces on atoms 1 to 6 (eV/Å):
1.4833 -6.0165 -2.3710
2.0730 -0.7252 0.7104
-0.9572 -2.2580 5.1427
0.1169 0.5900 -0.1964
-0.6323 2.1130 -1.1104
-0.3912 0.7119 1.6293

---

(2)
The following is a DFT calculation (the ωB97M-V functional and the def2-TZVPD basis) of C4H6N4 in the gas phase at a distorted geometry.

Values from the calculation:
Total energy, Ha: -374.882617
LUMO level, eV: -1.37
Max |F|, Eh/bohr: 0.155
Relative energy (zero: lowest compared OMol25 entry of this formula, charge and spin), kJ/mol: 469.31
HOMO, eV: -9.812
Frontier orbital gap, eV: 8.44

Last column: natural (NBO) charge in e.
CARTESIAN COORDINATES (ANGSTROEM)
H 3.65525 0.09901 -0.43972  0.333
N 3.27943 -0.80608 -0.29464  -0.442
C 2.14324 -0.34845 -0.06086  0.280
C 1.72311 1.03494 -0.07887  -0.033
N 0.36478 1.13694 0.05290  -0.413
C -0.06377 -0.31103 0.15865  0.403
C -1.53598 -0.55589 0.50849  -0.295
N -2.53485 -0.10360 -0.66489  -0.870
N 0.95662 -1.11882 -0.03829  -0.449
H 2.08715 2.11279 0.30071  0.257
H -2.07661 -1.63891 0.42514  0.270
H -1.58661 0.13830 1.53911  0.227
H -2.89387 0.88158 -0.73100  0.365
H -3.51789 -0.52078 -0.67672  0.365

Forces on atoms 1 to 6 (eV/Å):
2.6313 0.7960 -0.1967
0.3366 -0.4849 -0.0020
-2.8331 -1.2269 -1.0068
-5.3801 5.1685 2.7908
3.1591 -2.0221 0.0845
2.2139 0.0546 -1.6616

---

(3)
The following is a DFT calculation (the ωB97M-V functional and the def2-TZVPD basis) of a molecular structure, C4H6N4 at a distorted geometry.

Values from the calculation:
Total energy, Ha: -374.916828
LUMO level, eV: -0.48
Max |F|, Eh/bohr: 0.125
Relative energy (zero: lowest compared OMol25 entry of this formula, charge and spin), kJ/mol: 379.49
HOMO, eV: -10.266
Frontier orbital gap, eV: 9.79

Last column: natural (NBO) charge in e.
CARTESIAN COORDINATES (ANGSTROEM)
C -0.49812 1.38743 1.13757  0.237
C 0.77104 -0.50098 1.40396  0.253
C -0.87942 -0.46839 -0.56383  -0.210
C 0.01285 0.27984 0.52367  -0.112
N -0.61014 2.38094 1.67030  -0.246
N 1.50312 -1.07553 2.10066  -0.227
N -0.54015 -1.88976 -0.64459  -0.826
N 1.35970 1.16620 -0.49764  -0.739
H -1.91193 -0.54835 -0.17377  0.211
H -0.96756 -0.04853 -1.61286  0.200
H 0.48732 -1.85888 -0.81856  0.369
H -1.12749 -2.24355 -1.40492  0.373
H 0.71449 1.60887 -1.28342  0.363
H 1.68629 1.81069 0.16343  0.354

Forces on atoms 1 to 6 (eV/Å):
-0.7163 1.2330 0.6785
2.3484 -2.2374 1.9295
-1.3876 -0.6020 0.6325
1.8662 -0.1485 -6.1268
-0.8917 1.9234 1.0916
-1.2814 0.8295 -1.0250

---

(4)
The following is a DFT calculation (the ωB97M-V functional and the def2-TZVPD basis) of C4H6N4 in the gas phase at a distorted geometry.

Values from the calculation:
Total energy, Ha: -374.876033
LUMO level, eV: 0.79
Max |F|, Eh/bohr: 0.097
Relative energy (zero: lowest compared OMol25 entry of this formula, charge and spin), kJ/mol: 486.60
HOMO, eV: -9.329
Frontier orbital gap, eV: 10.12

Last column: natural (NBO) charge in e.
CARTESIAN COORDINATES (ANGSTROEM)
N -2.25673 -0.76154 -0.59791  -0.867
C -1.50107 -0.00828 0.41201  -0.026
C -0.99302 1.47341 0.10068  -0.406
C 0.43995 0.79032 -0.07603  0.143
N 1.77817 0.75698 -0.25587  -0.413
N 2.16433 -0.67649 -0.14125  -0.050
N 1.08757 -1.22788 0.37840  -0.220
C 0.03487 -0.42065 0.34086  -0.001
H -3.38235 -1.09894 -0.25234  0.371
H -1.70471 -1.74649 -0.76779  0.388
H -2.11675 -0.01768 1.38710  0.193
H -1.49257 1.78233 -0.84856  0.232
H -1.09420 2.16964 0.94375  0.227
H 2.49276 1.26484 -0.81088  0.428

Forces on atoms 1 to 6 (eV/Å):
-2.1390 -3.8216 0.2152
-0.1084 -1.1499 2.0200
0.3895 -1.2505 -1.5726
-0.5225 2.2649 0.0063
0.9565 -1.9985 -1.4488
-3.0591 2.2199 2.2583

---

(5)
The following is a DFT calculation (the ωB97M-V functional and the def2-TZVPD basis) of 2 unconnected molecules or ions with the total composition C4H6N4 at a distorted geometry.

Values from the calculation:
Total energy, Ha: -374.956350
LUMO level, eV: 0.66
Max |F|, Eh/bohr: 0.059
Relative energy (zero: lowest compared OMol25 entry of this formula, charge and spin), kJ/mol: 275.72
HOMO, eV: -9.848
Frontier orbital gap, eV: 10.50

Last column: natural (NBO) charge in e.
CARTESIAN COORDINATES (ANGSTROEM)
C 0.82784 0.37364 -4.20803  0.277
C -0.74785 0.65045 1.83882  0.146
C -0.10121 0.26353 -0.21149  0.135
C 0.04204 -1.76048 1.33551  -0.406
N 0.98317 1.35164 -3.60892  -0.718
N -0.91344 1.73609 1.14014  -0.281
N -0.48116 1.46401 -0.10335  -0.306
N -0.23390 -0.35492 1.04451  -0.370
H 1.01364 2.09774 -3.01090  0.440
H -0.86682 0.73404 2.84884  0.209
H 0.17321 -0.11405 -1.20250  0.225
H 1.16094 -2.03122 1.32427  0.213
H -0.50007 -2.06968 2.26251  0.224
H -0.35639 -2.34078 0.55058  0.212

Forces on atoms 1 to 6 (eV/Å):
-0.0073 -0.4506 -0.3463
0.8051 -0.0674 -2.9147
0.0338 -1.6186 1.0023
1.1316 0.0508 1.0267
-0.1252 -1.4737 -1.0144
0.2556 0.0459 0.5008

---

(6)
The following is a DFT calculation (the ωB97M-V functional and the def2-TZVPD basis) of C4H6N4O in the gas phase at a distorted geometry.

Values from the calculation:
Total energy, Ha: -450.220749
LUMO level, eV: 0.70
Max |F|, Eh/bohr: 0.047
Relative energy (zero: lowest compared OMol25 entry of this formula, charge and spin), kJ/mol: 178.29
HOMO, eV: -9.415
Frontier orbital gap, eV: 10.12

Last column: natural (NBO) charge in e.
CARTESIAN COORDINATES (ANGSTROEM)
H -2.63749 -1.11946 -0.92050  0.344
N -2.19042 -0.17027 -0.91470  -0.691
C -1.00414 -0.26957 -0.47857  0.411
N -0.31724 -1.37341 -0.01332  -0.487
N 0.56440 -0.93489 1.09245  -0.417
C 1.02852 0.39299 0.57376  -0.195
C 2.16680 0.28493 -0.35166  0.249
N 3.07073 0.14685 -1.05227  -0.297
C -0.13768 0.92174 -0.21642  0.041
O -0.83063 1.86642 0.49281  -0.683
H -0.86401 -2.21592 0.31232  0.393
H 1.37691 -1.59424 1.08467  0.369
H 1.27662 1.06209 1.42419  0.272
H 0.23808 1.24230 -1.26172  0.195
H -1.74046 1.76045 0.22896  0.496

Forces on atoms 1 to 6 (eV/Å):
0.2653 1.1629 -0.0270
-0.1473 -1.1295 -0.2401
-0.3822 -0.9278 0.8537
-0.1362 -1.6479 1.0305
0.7418 -0.2567 -0.8988
0.5118 -0.3360 0.7704

---

Question: Among the records above, which one has the highest HOMO?
Answer: number 4

---

Repeat the second record exactly.
The following is a DFT calculation (the ωB97M-V functional and the def2-TZVPD basis) of C4H6N4 in the gas phase at a distorted geometry.

Values from the calculation:
Total energy, Ha: -374.882617
LUMO level, eV: -1.37
Max |F|, Eh/bohr: 0.155
Relative energy (zero: lowest compared OMol25 entry of this formula, charge and spin), kJ/mol: 469.31
HOMO, eV: -9.812
Frontier orbital gap, eV: 8.44

Last column: natural (NBO) charge in e.
CARTESIAN COORDINATES (ANGSTROEM)
H 3.65525 0.09901 -0.43972  0.333
N 3.27943 -0.80608 -0.29464  -0.442
C 2.14324 -0.34845 -0.06086  0.280
C 1.72311 1.03494 -0.07887  -0.033
N 0.36478 1.13694 0.05290  -0.413
C -0.06377 -0.31103 0.15865  0.403
C -1.53598 -0.55589 0.50849  -0.295
N -2.53485 -0.10360 -0.66489  -0.870
N 0.95662 -1.11882 -0.03829  -0.449
H 2.08715 2.11279 0.30071  0.257
H -2.07661 -1.63891 0.42514  0.270
H -1.58661 0.13830 1.53911  0.227
H -2.89387 0.88158 -0.73100  0.365
H -3.51789 -0.52078 -0.67672  0.365

Forces on atoms 1 to 6 (eV/Å):
2.6313 0.7960 -0.1967
0.3366 -0.4849 -0.0020
-2.8331 -1.2269 -1.0068
-5.3801 5.1685 2.7908
3.1591 -2.0221 0.0845
2.2139 0.0546 -1.6616